(1)
Here is a cluster of 2 separate species, C5H15NO2 in total from the Open Molecules 2025 dataset. Energies are from wB97M-V/def2-TZVPD.

Each line ends with the Mulliken charge.
Atoms and positions in Å:
C 2.191 0.972 -0.891  -1.006
N 0.779 0.639 -0.871  -0.276
C 0.470 -0.759 -1.089  -0.619
C -0.672 -1.196 -0.219  -0.838
C -0.330 -1.151 1.275  0.472
C -0.909 -2.363 2.034  -1.520
O -0.678 0.088 1.889  -0.577
H 2.502 0.996 -1.932  0.322
H 2.877 0.404 -0.241  0.323
H 2.297 2.003 -0.544  0.345
H 0.359 0.936 0.002  0.289
H 1.293 -1.423 -0.801  0.362
H 0.165 -0.878 -2.131  0.364
H -1.546 -0.549 -0.384  0.330
H -0.966 -2.213 -0.498  0.370
H 0.740 -1.195 1.412  0.214
H -1.059 -2.079 3.072  0.385
H -1.838 -2.731 1.630  0.353
H -0.124 -3.129 2.035  0.346
H -1.558 0.361 1.616  0.359
O -1.166 4.103 -1.609  -0.618
H -2.098 4.298 -1.745  0.309
H -0.731 4.868 -2.010  0.312

The calculation puts the orbital gap at 9.33 eV. The SMILES is CNCC[C@H](C)O.O. The highest occupied orbital energy comes out at -8.4 eV.



(2)
Here is a structure of composition C23H39Cl2N4O4Pt from the Open Molecules 2025 dataset. Energies are from wB97M-V/def2-TZVPD.

Each line ends with the Mulliken spin population.
Atoms and positions in Å:
O -2.659 -1.756 -2.050  0.050
C -1.654 -2.142 -2.618  0.103
C -0.915 -3.381 -2.434  -0.007
C -0.739 -3.906 -1.157  -0.050
H -0.726 -3.243 -0.295  0.014
C -0.537 -5.273 -1.091  -0.007
H -0.497 -5.734 -0.142  0.001
C -0.414 -6.088 -2.221  0.012
H -0.406 -7.185 -2.178  0.001
C -0.555 -5.458 -3.481  0.000
H -0.532 -6.042 -4.373  -0.001
C -0.737 -4.113 -3.630  0.016
H -0.747 -3.578 -4.591  -0.003
H -1.215 -1.548 -3.451  -0.022
C 0.597 0.122 -3.614  -0.057
C 0.638 -0.545 -2.242  0.533
H 0.842 -0.546 -4.474  -0.002
H 1.318 0.898 -3.608  0.000
H -0.386 0.515 -3.808  0.015
C 1.647 -1.538 -1.978  0.345
C 3.000 -1.259 -2.442  0.003
H 1.498 -2.557 -1.606  0.023
H 3.310 -2.002 -3.191  0.014
H 3.669 -1.344 -1.569  0.015
H 3.102 -0.221 -2.834  -0.004
Pt 0.826 0.106 -0.513  0.695
Cl 1.008 -1.721 1.002  0.146
Cl 2.654 1.684 -0.770  0.078
H -4.100 -3.252 1.504  0.000
H -2.483 -2.225 3.362  0.001
C -3.170 -3.220 0.911  0.000
C -1.717 -2.002 2.606  0.003
N -2.386 -2.034 1.295  -0.005
H -3.367 -3.136 -0.165  0.001
C -2.568 -0.864 0.612  0.004
O -1.798 0.107 0.641  0.014
H -1.239 -1.027 2.791  -0.001
H -3.544 -0.891 0.034  0.001
H -2.509 -4.067 1.147  0.000
H -0.978 -2.816 2.548  0.001
H -1.645 4.776 -1.628  0.000
H -4.022 3.632 -1.800  0.000
C -1.388 3.997 -2.357  0.001
C -3.549 2.821 -2.377  0.001
N -2.122 2.782 -2.072  0.006
H -0.314 3.816 -2.323  -0.001
C -1.486 1.713 -1.582  0.022
O -0.265 1.801 -1.208  0.016
H -4.008 1.872 -2.100  0.000
H -2.096 0.820 -1.512  -0.007
H -1.666 4.385 -3.345  0.000
H -3.721 3.015 -3.447  0.000
C -0.093 3.773 1.927  0.002
N 1.113 3.360 2.577  0.003
C 1.998 4.371 3.079  0.001
C 3.002 3.733 4.007  0.001
C 3.608 2.518 3.324  0.001
N 2.581 1.590 2.945  0.002
C 3.019 0.246 2.704  -0.005
C 1.405 2.037 2.405  0.005
O 0.578 1.328 1.785  0.022
H -0.931 3.202 2.345  -0.001
H -0.043 3.604 0.843  -0.001
H -0.208 4.830 2.145  0.000
H 2.532 4.876 2.248  0.000
H 1.393 5.130 3.586  0.000
H 2.531 3.414 4.944  0.000
H 3.748 4.483 4.257  0.000
H 4.270 1.968 4.006  0.000
H 4.190 2.797 2.415  0.000
H 3.487 0.093 1.712  -0.002
H 3.768 0.009 3.460  -0.001
H 2.150 -0.401 2.817  0.006

The calculation puts the orbital gap (alpha / beta) at 4.95 / 5.36 eV. The spin multiplicity is 3. The highest occupied orbital energy (alpha / beta) comes out at -2.3 / -2.7 eV. As for the net charge: -1.



(3)
Here is an isolated molecule of C5H2O from the Open Molecules 2025 dataset. Energies are from wB97M-V/def2-TZVPD.

Each line ends with the Mulliken charge.
Atoms and positions in Å:
O 2.031 -0.220 0.053  -0.405
C 1.038 -0.172 -0.616  -0.067
C 0.044 0.963 -0.657  0.409
C -1.080 1.598 -0.717  -0.765
C -1.094 0.504 0.323  0.343
C -0.939 -0.477 1.046  -0.280
H 0.653 -1.011 -1.222  0.390
H -0.653 -1.185 1.790  0.373

The calculation puts the orbital gap at 9.12 eV. The highest occupied orbital energy comes out at -10.0 eV.



(4)
Here is a structure of composition C14H18N4O2 from the Open Molecules 2025 dataset. Energies are from wB97M-V/def2-TZVPD.

Each line ends with the Mulliken charge.
Atoms and positions in Å:
C 3.934 3.532 -0.421  -1.261
H 4.014 3.286 -1.570  0.332
H 4.649 4.515 -0.394  0.268
H 2.928 3.723 -0.199  0.385
C 4.504 2.201 0.138  -0.587
C 3.723 0.966 0.188  1.234
C 4.276 -0.202 0.873  -1.107
C 3.752 -1.299 0.486  0.563
C 2.512 -1.428 -0.166  -0.620
C 2.007 -0.388 -0.652  0.953
C 2.520 1.108 -0.515  -1.217
H 1.975 1.841 -1.096  0.418
O 0.816 -0.525 -1.463  -0.346
C 0.064 -1.440 -1.421  -0.431
C -0.760 -1.843 -0.305  -1.398
N -1.800 -0.830 0.190  -0.193
C -3.017 -1.190 0.082  0.528
O -3.612 -2.173 -0.028  -0.578
C -3.747 0.309 0.138  0.342
N -3.437 1.486 0.453  -0.446
C -4.578 2.162 0.357  -0.104
N -5.755 1.552 0.547  -0.679
N -5.206 0.325 0.290  0.154
H -5.890 -0.527 0.331  0.307
H -4.532 3.400 0.330  0.292
H -1.330 0.183 0.109  0.375
H -0.058 -2.069 0.675  0.188
H -1.253 -2.608 -0.313  1.139
H -0.733 -1.383 -2.169  0.281
H 0.712 -2.422 -1.648  0.259
H 2.131 -2.323 -0.191  0.812
C 4.388 -2.559 1.079  -1.658
H 3.720 -3.097 1.763  0.374
H 5.193 -2.381 1.868  0.327
H 4.816 -3.221 0.422  0.408
H 5.344 0.231 1.271  0.182
H 5.551 2.251 -0.174  0.305
H 4.478 2.661 1.620  0.199

The calculation puts the orbital gap at 9.68 eV. The highest occupied orbital energy comes out at -9.2 eV.



(5)
Here is a cluster of 2 separate species, C5H14NS in total from the Open Molecules 2025 dataset. Energies are from wB97M-V/def2-TZVPD.

Each line ends with the Mulliken charge.
Atoms and positions in Å:
C 1.038 -1.608 -0.796  -0.986
C 1.255 -1.442 0.692  -0.060
C -0.790 -1.983 1.924  -0.083
N 0.310 -2.373 1.386  -0.039
H 1.180 -2.634 -1.158  0.412
H 0.019 -1.247 -1.071  0.227
H 1.737 -0.970 -1.343  0.303
H 2.267 -1.720 1.010  0.235
H 0.974 -0.403 1.092  0.107
H -1.434 -2.757 2.366  0.287
H -1.101 -0.935 1.908  0.225
H 0.428 -3.396 1.192  0.331
C 0.623 2.287 0.193  -0.946
S -0.180 1.555 -1.276  -0.075
C -1.928 1.666 -0.786  -0.776
H 0.109 2.019 1.102  0.285
H 0.653 3.350 0.112  0.360
H 1.621 1.916 0.273  0.347
H -2.523 1.823 -1.701  0.329
H -2.248 0.714 -0.374  0.202
H -2.165 2.460 -0.054  0.317

The calculation puts the orbital gap at 6.43 eV. The highest occupied orbital energy comes out at -11.6 eV. As for the net charge: +1.



Result set for F_max: 0.0222, 0.0873, 0.0142, 0.2926, 0.0345 hartree/bohr, one per record in the order listed.
Result set for ΔE to the lowest compared entry with this formula, charge and spin: 1.313, 2.412, 3.093, 11.970, 1.601 eV, one per record in the order listed.